Formula: C18H22N2O3S
Source: OMol25
Level of theory: the ωB97M-V functional and the def2-TZVPD basis

Calculated values
LUMO energy: 0.41 eV
Kohn-Sham gap: 9.4 eV
ΔE to the lowest compared entry with this formula, charge and spin: 28.1 kcal/mol
molar mass: 346.452 g/mol
2S+1: 1
SMILES string: CS(=O)(=O)N(CCc1ccccc1)CC(=O)NCc1ccccc1
calculated total energy: -1432.53948 Eh

Last column: Mulliken charge in e.
CARTESIAN COORDINATES (ANGSTROEM)
C  3.57  0.49  2.12  -1.093
S  1.83  0.78  1.73  1.128
O  1.07  -0.36  2.13  -0.623
O  1.48  2.05  2.30  -0.799
N  1.86  0.89  0.07  0.147
C  1.22  -0.18  -0.67  -0.630
C  2.08  -1.45  -0.61  -0.720
C  1.44  -2.54  -1.41  0.082
C  0.40  -3.29  -0.87  -0.230
C  -0.22  -4.28  -1.61  -0.669
C  0.18  -4.53  -2.91  -0.404
C  1.21  -3.78  -3.46  -0.581
C  1.83  -2.79  -2.72  -0.333
C  1.80  2.22  -0.50  -1.173
C  0.35  2.64  -0.79  0.781
O  -0.09  2.68  -1.92  -0.673
N  -0.35  2.94  0.31  -0.038
C  -1.77  3.22  0.27  -1.178
C  -2.63  2.14  0.88  0.454
C  -4.02  2.29  0.83  -0.620
C  -4.85  1.33  1.37  -0.487
C  -4.32  0.20  1.96  -0.441
C  -2.94  0.05  2.02  -0.716
C  -2.11  1.01  1.48  0.217
H  3.67  0.45  3.20  0.418
H  3.86  -0.45  1.68  0.343
H  4.14  1.31  1.71  0.335
H  0.23  -0.40  -0.26  0.077
H  1.10  0.14  -1.70  0.666
H  2.15  -1.76  0.44  0.474
H  3.08  -1.23  -0.99  0.348
H  0.09  -3.10  0.15  0.405
H  -1.02  -4.86  -1.17  0.377
H  -0.30  -5.30  -3.49  0.375
H  1.53  -3.97  -4.48  0.377
H  2.63  -2.22  -3.16  0.358
H  2.25  2.91  0.22  0.567
H  2.36  2.23  -1.43  0.428
H  0.09  2.84  1.22  0.353
H  -1.96  4.17  0.78  0.349
H  -2.03  3.34  -0.79  0.431
H  -4.44  3.17  0.36  0.408
H  -5.92  1.47  1.32  0.377
H  -4.97  -0.55  2.38  0.376
H  -2.51  -0.83  2.48  0.440
H  -1.04  0.86  1.54  0.320